ORCA calculation (ωB97M-V with the def2-TZVPD basis set) on a cluster of 2 separate species, C4H11NSi in total.

The geometry in XYZ format:
```
17
Properties=species:S:1:pos:R:3:nbo_charge:R:1
H -0.09 1.32 1.80 0.41
C -1.46 -1.86 0.02 -1.09
H -0.31 1.64 -1.61 0.25
H -1.98 1.81 -1.04 0.24
H 2.26 -1.33 -0.23 0.16
H -2.17 -2.06 0.76 0.24
H 3.99 0.56 0.00 0.18
H -1.27 0.28 2.51 0.41
N -0.75 0.56 1.74 -1.33
H -0.60 -2.67 -0.04 0.25
H 2.68 1.81 0.08 0.19
Si -0.60 -0.11 0.20 1.66
C 2.89 0.65 0.11 -0.49
C -1.21 1.06 -1.25 -1.11
H -1.67 0.42 -1.89 0.22
C 2.08 -0.35 -0.18 -0.39
H -1.79 -1.71 -0.96 0.22
```

Properties
ΔE to the lowest compared entry with this formula, charge and spin = 3.425 eV
LUMO level = 0.862 eV
Highest occupied orbital energy = -7.853 eV